[1]
Computed, not measured: one molecule with the formula C23H25N5O4, with ωB97M-V with the def2-TZVPD basis set.

Structure (ORCA input):
```
! wB97M-V def2-TZVPD RIJCOSX def2/J DEFGRID3
* xyz 0 1
C -7.3284 -0.7311 0.0851
H -8.2162 -0.9875 -0.4912
O -6.3386 -0.4129 -0.8617
C -5.1056 -0.0379 -0.4087
C -4.7323 0.0421 0.9270
C -3.4488 0.4249 1.2763
C -2.5170 0.7375 0.2973
C -2.8949 0.6675 -1.0422
C -4.1696 0.2833 -1.3919
H -4.4692 0.2256 -2.4265
H -2.1792 0.9176 -1.8137
N -1.2024 1.1162 0.5859
C -0.6804 1.5082 1.7809
O -1.2581 1.5123 2.8454
N 0.6360 1.9410 1.7062
C 1.5058 1.7850 0.6129
C 2.6137 0.9536 0.7406
C 3.4409 0.7271 -0.3506
C 3.1603 1.4255 -1.5371
N 2.1473 2.2660 -1.6204
C 1.3225 2.4614 -0.6015
C 0.2400 3.4776 -0.8096
H -0.2056 3.7670 0.1379
H 0.6710 4.3513 -1.2929
H -0.5409 3.0985 -1.4675
C 4.0133 1.2673 -2.7570
H 3.5644 1.8196 -3.5766
H 4.1016 0.2176 -3.0319
H 5.0145 1.6601 -2.5792
N 4.5241 -0.1470 -0.2927
C 4.7442 -1.1912 0.5821
O 5.8716 -1.5464 0.8557
N 3.6462 -1.8065 1.1195
C 2.3316 -1.8720 0.6224
C 2.0627 -1.9047 -0.7387
C 0.7615 -2.0002 -1.2011
C -0.2989 -2.0737 -0.3038
C -0.0283 -2.0310 1.0661
C 1.2671 -1.9373 1.5211
H 1.4638 -1.9207 2.5828
H -0.8578 -2.0782 1.7528
O -1.6075 -2.2006 -0.6471
C -1.9363 -2.3833 -2.0028
H -1.6413 -1.5241 -2.6124
H -1.4749 -3.2911 -2.4057
H -3.0198 -2.4811 -2.0292
H 0.5922 -2.0331 -2.2656
H 2.8759 -1.8734 -1.4473
H 3.8750 -2.4499 1.8650
H 5.3579 0.1353 -0.7902
H 2.8202 0.4906 1.6932
H 1.0755 1.9746 2.6166
H -0.5806 1.1395 -0.2089
H -3.1686 0.4895 2.3140
H -5.4300 -0.1953 1.7142
H -7.5532 0.1212 0.7345
H -7.0368 -1.5890 0.6999
*
```

Computed properties:
Frontier orbital gap   8.409 eV
SMILES   COc1ccc(NC(=O)Nc2cc(NC(=O)Nc3ccc(OC)cc3)c(C)nc2C)cc1
Relative energy (zero: lowest compared OMol25 entry of this formula, charge and spin)   10.3 kJ/mol
LUMO level   0.5508 eV

---

[2]
Computed, not measured: C40H85F6N3O24P5S2Ti as an isolated structure, with ωB97M-V with the def2-TZVPD basis set.

Structure (ORCA input):
```
! wB97M-V def2-TZVPD RIJCOSX def2/J DEFGRID3
* xyz 0 4
Ti -1.4800 1.6025 0.8023
C -0.4079 -2.0700 -0.8719
F 0.0899 -1.7516 0.3336
F 0.5247 -2.0825 -1.7623
F -0.9447 -3.2141 -0.8505
S -1.8478 -0.8381 -1.2183
O -2.6164 -1.3204 -2.3337
O -2.6230 -1.0088 -0.0504
N -1.0963 0.7262 -1.2560
S -1.2571 1.1576 -2.7413
O -0.5965 0.1801 -3.6607
O -2.5493 1.5955 -3.2194
C -0.3624 2.8163 -2.7684
F -1.1924 3.6323 -1.9989
F 0.7722 2.7753 -2.0564
F -0.1912 3.2909 -4.0287
C -4.6348 -9.1961 2.1432
C -5.0007 -7.9278 1.2847
O -4.6085 -6.8598 2.1303
P -4.0107 -5.4678 1.5786
O -3.5835 -4.4665 2.5891
O -5.2360 -4.9060 0.6076
C -4.8940 -3.7690 -0.2533
C -4.7822 -4.2998 -1.7029
O -2.8770 -5.9164 0.4777
C -1.5693 -5.8812 1.0262
C -1.1541 -7.2571 1.5770
H -5.0496 -9.1460 3.1499
H -4.9808 -10.1480 1.7403
H -3.5652 -9.3903 2.2224
H -4.3944 -7.8607 0.3814
H -6.0612 -7.9096 1.0336
H -5.6584 -2.9940 -0.3096
H -4.0129 -3.2115 0.0644
H -5.7876 -4.4951 -2.0759
H -4.0804 -3.7165 -2.2991
H -4.4116 -5.3141 -1.8510
H -0.9117 -5.6313 0.1936
H -1.2832 -5.1157 1.7475
H -0.0915 -7.3410 1.8052
H -1.5994 -7.5881 2.5152
H -1.2950 -7.9892 0.7818
C 3.4125 7.8022 -5.6383
C 2.4627 7.4312 -6.7954
O 1.2279 7.0034 -6.2367
P -0.0912 7.9629 -6.1157
O 0.1602 9.4145 -6.1864
O -1.1612 7.4042 -7.2948
C -1.5070 8.2147 -8.3683
C -2.2865 7.5355 -9.4449
O -0.6587 7.5547 -4.7005
C 0.0552 7.9387 -3.5066
C 0.1420 6.7571 -2.4598
H 3.3467 6.9753 -4.9313
H 4.4557 7.8638 -5.9483
H 3.1397 8.7724 -5.2232
H 2.4841 8.2595 -7.5036
H 2.9808 6.6044 -7.2814
H -1.9850 9.1312 -8.0223
H -0.5386 8.5412 -8.7475
H -3.1967 7.2118 -8.9401
H -2.5156 8.0870 -10.3568
H -1.8860 6.5286 -9.5620
H 1.1042 8.1415 -3.7223
H -0.4833 8.7405 -3.0014
H 0.9388 6.9781 -1.7497
H -0.7445 6.8241 -1.8292
H 0.2578 5.8075 -2.9823
C -0.7138 -3.2991 4.1513
C -0.8719 -1.9327 3.4451
O -1.0756 -0.9681 4.5201
P -1.9031 0.3269 4.0837
O -1.8646 0.6284 2.6597
O -3.3552 -0.0319 4.5910
C -4.0415 -1.1525 4.1614
C -4.9217 -0.9810 2.9856
O -1.2395 1.4175 5.1035
C -2.0175 2.2622 5.8672
C -1.1050 3.3191 6.6369
H 0.0597 -3.2674 4.9187
H -1.6516 -3.6067 4.6140
H -0.5156 -4.1471 3.4958
H 0.0760 -1.6898 2.9650
H -1.5234 -2.0239 2.5760
H -3.3567 -1.9767 3.9617
H -4.7410 -1.5201 4.9121
H -5.7696 -0.3069 3.1077
H -4.4667 -0.5755 2.0819
H -5.3889 -1.9617 2.8965
H -2.7800 2.8503 5.3566
H -2.6423 1.6904 6.5534
H -0.5309 4.0352 6.0489
H -1.7019 3.9045 7.3362
H -0.3438 2.8287 7.2437
C 2.8039 -2.4740 1.8842
C 4.2223 -3.1710 2.0187
O 4.2337 -4.1671 1.0212
P 4.6967 -5.6302 1.4954
O 5.1344 -5.8470 2.8836
O 3.4320 -6.5834 1.1049
C 2.9405 -6.5065 -0.2396
C 1.6940 -5.5628 -0.1379
O 5.7958 -6.0210 0.3337
C 6.9705 -6.7303 0.6893
C 7.5132 -6.9378 -0.7452
H 1.9644 -3.0326 2.2982
H 2.7867 -1.4214 2.1667
H 2.6092 -2.4315 0.8126
H 5.0025 -2.4366 1.8186
H 4.4941 -3.4389 3.0397
H 3.5807 -6.2357 -1.0792
H 2.7028 -7.5434 -0.4769
H 0.9101 -5.8983 -0.8170
H 1.4502 -5.2213 0.8681
H 1.9226 -4.6754 -0.7282
H 7.6315 -6.2497 1.4104
H 6.6162 -7.7002 1.0385
H 7.8657 -6.0940 -1.3383
H 8.3446 -7.6186 -0.9278
H 6.7485 -7.2363 -1.4623
C 3.7436 1.2898 0.3311
C 2.3637 1.6105 0.9444
O 2.2587 2.8827 1.4281
P 1.0729 3.2821 2.4280
O -0.2796 3.2574 1.8282
O 1.4570 4.8160 2.9174
C 0.5180 5.8371 3.2500
C 1.0742 6.4063 4.5259
O 1.3098 2.3047 3.6978
C 2.5606 2.2379 4.2177
C 2.7095 0.9827 5.1823
H 4.1644 1.9751 -0.4047
H 4.5141 1.3217 1.1015
H 3.8558 0.3352 -0.1829
H 1.6211 1.4618 0.1605
H 2.1633 0.8315 1.6800
H 0.6672 6.5304 2.4222
H -0.5279 5.5372 3.3143
H 0.5709 6.0302 5.4166
H 2.1624 6.3745 4.5794
H 0.9009 7.4824 4.5342
H 3.3849 2.2735 3.5054
H 2.9536 3.0688 4.8036
H 1.8917 0.8798 5.8956
H 2.8206 -0.0181 4.7651
H 3.6948 1.1901 5.5999
N -3.8766 3.1712 1.8422
C -4.6109 2.1928 1.2096
C -4.4520 2.1769 -0.1498
C -3.6981 3.3316 -0.3999
C -3.2649 3.8416 0.8038
H -3.8771 3.5312 2.7859
H -5.2718 1.5424 1.7634
H -5.0141 1.6531 -0.9089
H -3.4522 3.6055 -1.4152
H -2.7300 4.7783 0.8567
N 2.8361 0.1719 -5.1369
C 2.1488 -1.0353 -5.2098
C 3.1172 -1.9079 -5.4641
C 4.3443 -1.3263 -5.6148
C 4.1727 -0.0382 -5.4109
H 2.4253 1.0810 -4.9796
H 1.1197 -1.1505 -4.9031
H 2.9969 -2.9641 -5.6544
H 5.2470 -1.8422 -5.9072
H 4.7307 0.8704 -5.5824
*
```

Computed properties:
Frontier orbital gap (alpha / beta)   4.497 / 7.872 eV
LUMO level (alpha / beta)   -0.0356 / -0.0665 eV

---

[3]
Computed, not measured: C21H45BiOP3Se as an isolated structure, with ωB97M-V with the def2-TZVPD basis set.

Structure (ORCA input):
```
! wB97M-V def2-TZVPD RIJCOSX def2/J DEFGRID3
* xyz 3 1
Bi 0.2328 -0.4278 0.5293
P -1.2096 -2.4756 1.4838
P 1.9732 -0.5849 2.6529
P 1.7310 -1.9443 -0.9357
H -3.0564 4.5384 -6.8522
C -3.0215 3.5814 -7.4046
C -4.0911 2.8302 -7.5673
H -5.0788 3.1134 -7.1581
C -2.6717 -2.0713 2.4213
C -0.3526 -3.7494 2.4055
C -1.8557 -3.1732 -0.0688
C 3.2763 0.6951 2.5465
C 1.2081 -0.3771 4.2977
C 2.9052 -2.1542 2.7879
C 0.8652 -1.8062 -2.5224
C 1.8967 -3.6718 -0.4739
C 3.3758 -1.2598 -1.1271
H -2.0489 3.3227 -7.8619
H -4.0726 1.8983 -8.1626
H -3.2456 -1.2716 1.9398
H -2.4115 -1.7471 3.4360
H -3.3142 -2.9599 2.4853
H -0.0426 -3.3738 3.3931
H 0.5390 -4.1258 1.8869
H -1.0617 -4.5804 2.5443
H -2.4785 -2.4272 -0.5879
H -2.4858 -4.0351 0.2028
H -1.0744 -3.5019 -0.7729
H 3.9168 0.6431 3.4430
H 2.8344 1.7015 2.4817
H 3.8975 0.5489 1.6480
H 1.9638 -0.5980 5.0729
H 0.3622 -1.0748 4.4253
H 0.8301 0.6474 4.4503
H 3.5858 -2.0687 3.6531
H 3.5023 -2.3462 1.8812
H 2.2266 -3.0081 2.9501
H 1.3241 -2.5486 -3.1953
H 0.9634 -0.7932 -2.9461
H -0.2117 -2.0188 -2.4187
H 2.5616 -4.1038 -1.2417
H 0.9379 -4.2140 -0.4720
H 2.3635 -3.7854 0.5194
H 3.9663 -2.0196 -1.6641
H 3.8544 -1.0442 -0.1599
H 3.3458 -0.3199 -1.6977
C 0.6386 2.0513 -2.0714
C -0.6716 1.6389 -2.4056
C -1.2378 2.0411 -3.6131
C -0.5162 2.8669 -4.4827
C 0.7869 3.2803 -4.1540
C 1.3606 2.8652 -2.9667
Se 1.7286 1.7660 -0.5587
H -1.1874 -0.3204 -0.5576
H -1.2572 1.0145 -1.7292
H -2.2522 1.7197 -3.8776
H -0.9685 3.1949 -5.4154
H 1.3692 3.9285 -4.8089
H 2.3687 3.1717 -2.6793
C -0.7777 3.0576 3.4478
C -2.1893 2.4531 3.5509
C -1.9540 1.0416 3.0703
O -0.9387 1.1670 2.0307
C -0.3226 2.5122 2.1165
H -0.7115 4.1451 3.4927
H -0.1284 2.6428 4.2308
H -2.8386 2.9391 2.8115
H -2.6652 2.5096 4.5317
H -2.8269 0.5270 2.6625
H -1.5825 0.4055 3.8869
H -0.6458 3.1054 1.2552
H 0.7651 2.4166 1.9855
*
```

Computed properties:
Frontier orbital gap   3.381 eV
Relative energy (zero: lowest compared OMol25 entry of this formula, charge and spin)   38.7 kJ/mol
LUMO level   -11.4471 eV

---

[4]
Computed, not measured: C27H54OP2SiY as an isolated structure, with ωB97M-V with the def2-TZVPD basis set.

Structure (ORCA input):
```
! wB97M-V def2-TZVPD RIJCOSX def2/J DEFGRID3
* xyz 1 1
Y -0.2059 0.0574 0.0825
C -2.1442 1.7124 0.0906
C -2.4220 0.7750 -0.9454
C -2.5625 -0.3438 1.0742
C -2.2950 1.0327 1.3453
C -2.6237 -0.5077 -0.3469
C -1.9395 3.1816 -0.0752
H -1.5471 3.4149 -1.0764
H -1.2148 3.5757 0.6570
H -2.8914 3.7283 0.0542
C -2.3708 1.7162 2.6575
H -2.6281 2.7712 2.5332
H -1.4184 1.6637 3.1981
H -3.1499 1.2791 3.2889
C -2.9285 -1.4076 2.0466
H -4.0232 -1.5379 2.0892
H -2.5764 -1.1811 3.0580
H -2.5128 -2.3816 1.7448
C -2.9974 -1.7555 -1.0747
H -4.0861 -1.8136 -1.2173
H -2.6882 -2.6643 -0.5441
H -2.5383 -1.7810 -2.0714
C -2.7233 1.1294 -2.3474
H -3.7144 1.5969 -2.4222
H -2.7206 0.2463 -2.9838
H -1.9919 1.8262 -2.7558
C 1.5070 0.4008 -2.8175
C 0.4935 1.2450 -3.0353
C -0.0553 1.4731 -4.4144
C -0.9714 0.3501 -5.0443
C -1.0744 -0.9410 -4.2825
C -0.0212 -1.7381 -4.1061
C 1.3106 -1.4178 -4.7046
C 2.1637 -0.3199 -3.9673
H 0.7839 1.6334 -5.1203
H -0.5874 0.1382 -6.0615
H -0.6464 2.4111 -4.4197
H 2.4531 0.4307 -4.7340
H 2.0395 0.2965 -1.8654
H 0.1341 1.9580 -2.2863
H 3.1074 -0.7970 -3.6285
H 1.9147 -2.3413 -4.7342
H -0.1016 -2.7139 -3.6258
H 1.1689 -1.0849 -5.7497
H -1.9812 0.7799 -5.1736
H -2.0897 -1.2609 -4.0251
P 1.8778 2.1380 0.5393
C 1.6586 3.1459 2.0417
H 2.4988 3.8402 2.1641
H 1.5997 2.5138 2.9336
H 0.7343 3.7299 1.9737
C 3.5588 1.4776 0.8219
H 4.2195 2.2312 1.2692
H 3.9963 1.1449 -0.1260
H 3.5016 0.6130 1.4940
C 2.1783 3.4391 -0.7006
H 2.5297 2.9897 -1.6351
H 2.9193 4.1629 -0.3391
H 1.2366 3.9630 -0.9063
P 0.9957 -2.5903 -0.2487
C -0.0801 -3.8629 -0.9901
H 0.5008 -4.7309 -1.3293
H -0.6081 -3.4347 -1.8505
H -0.8327 -4.1943 -0.2630
C 2.5207 -2.7268 -1.2392
H 2.3018 -2.6048 -2.3070
H 2.9984 -3.7001 -1.0674
H 3.2211 -1.9362 -0.9421
C 1.4848 -3.3949 1.3128
H 1.9061 -4.3891 1.1239
H 0.6106 -3.5005 1.9660
H 2.2333 -2.7924 1.8370
C -1.0509 -0.7423 4.9114
Si 0.4994 -0.5031 3.8199
C 1.2918 0.9402 4.7779
C 1.5448 -1.9637 4.4257
O 0.2891 -0.2821 2.2178
H -0.7803 -0.6460 5.9768
H -1.4781 -1.7506 4.8397
H -1.8608 -0.0186 4.7549
H 1.3535 0.6839 5.8487
H 2.3273 1.1384 4.4775
H 0.7366 1.8867 4.7388
H 1.1081 -2.9499 4.2419
H 2.5511 -1.9611 3.9979
H 1.7118 -1.9559 5.5118
*
```

Computed properties:
Frontier orbital gap   8.080 eV
LUMO level   -2.4725 eV

---

[5]
Computed, not measured: one molecule with the formula C10H11N3OS, with ωB97M-V with the def2-TZVPD basis set.

Structure (ORCA input):
```
! wB97M-V def2-TZVPD RIJCOSX def2/J DEFGRID3
* xyz 0 1
C -3.0297 2.3005 0.3854
C -1.7274 0.5815 -0.0062
C -2.9404 -0.0159 -0.1378
C 0.7702 0.5701 0.1275
C 1.9183 -0.2702 0.2993
C 3.1286 1.6087 0.2465
C 3.7295 2.7047 -0.1688
C -0.4618 -0.0333 -0.0295
C -3.2113 -1.5397 -0.3483
C 1.8378 -1.7335 0.5037
N -1.8255 1.9364 0.3114
N 3.0557 0.3331 0.1717
N 1.0745 1.8345 0.2075
O 0.4628 2.8277 -0.5340
S -4.2563 1.1053 -0.0028
H -3.2166 3.2285 0.9300
H 2.9986 3.5466 -0.3063
H 4.7278 3.0151 0.0659
H -0.4316 -1.1410 -0.2545
H -2.4635 -2.0348 -0.9572
H -3.0366 -1.8426 0.6496
H -4.1226 -1.7765 -0.8239
H 1.4489 -1.8785 1.4414
H 2.8789 -2.1282 0.4834
H 1.1910 -2.2331 -0.2425
H -0.4755 2.8334 -0.2385
*
```

Computed properties:
Frontier orbital gap   5.987 eV
Relative energy (zero: lowest compared OMol25 entry of this formula, charge and spin)   436.5 kJ/mol
LUMO level   -0.7267 eV